A cluster of 3 separate species, C24H62N6O5P3 in total at a distorted geometry. Source: the OMol25 dataset; level of theory: the ωB97M-V functional and the def2-TZVPD basis.

```
100
Properties=species:S:1:pos:R:3:forces:R:3
H 0.369 1.906 4.085 -0.021 -0.010 -0.017
N 0.097 3.158 -3.507 0.471 0.607 0.711
C -1.349 -2.104 0.180 0.542 -1.114 0.534
H 8.225 -5.850 0.743 -0.802 -0.277 -0.848
H -5.544 1.073 4.996 0.106 -0.050 0.118
H 8.140 -3.794 -0.732 -0.222 -0.058 0.066
H -3.005 4.016 3.609 0.196 -0.146 0.106
H 0.144 4.155 -1.644 -0.089 -0.122 0.005
H -3.088 3.037 -6.243 0.156 -0.197 0.088
H 6.150 -6.214 2.063 0.776 0.037 1.009
H -2.344 -1.800 5.130 -0.059 -0.069 -0.045
H -4.351 2.328 -4.555 -0.140 -0.052 0.016
C -3.272 -1.254 5.342 0.113 -0.138 -0.276
C 0.741 -0.579 -0.080 0.614 -0.439 1.266
H -2.301 4.381 -6.998 0.147 0.111 0.141
C -1.126 -3.348 -0.695 -0.411 0.693 0.332
H -1.424 2.857 -6.853 -0.015 -0.075 0.074
C -2.121 3.526 -6.339 -0.813 -0.028 -0.083
O -2.544 -0.260 3.052 -3.286 0.828 -1.952
H 2.001 2.605 -4.193 -0.038 0.094 0.180
C -3.762 1.558 -4.035 0.030 0.387 0.471
H -3.994 1.617 -2.967 -0.017 0.029 -0.019
P 3.574 -2.854 -0.236 -2.102 0.524 1.198
H -2.551 0.031 7.379 -0.096 -0.142 -0.100
H -0.713 0.784 -5.271 -0.020 0.149 0.205
H -1.811 -0.293 -4.420 0.008 0.028 0.022
N -1.583 3.958 -5.067 -0.443 1.413 1.175
C 0.697 3.397 -2.196 -0.188 -0.130 0.438
C 5.709 -2.985 -1.773 -0.469 -1.080 0.704
H -1.171 0.245 6.297 0.045 0.070 0.061
H -1.466 1.459 1.446 -0.029 0.037 -0.017
H -0.746 2.194 5.414 -0.144 -0.163 -0.095
N -2.338 1.743 -4.274 -0.650 -0.147 -0.318
H -2.079 -5.975 -0.539 0.214 0.083 -0.242
H -2.850 -5.683 -2.123 0.031 0.186 0.227
H -2.273 1.603 6.706 0.149 0.037 -0.164
H 0.726 2.485 -1.588 0.015 0.057 0.074
H -0.563 5.614 -4.238 0.131 -0.113 0.000
H 2.319 0.689 0.619 0.234 -0.307 0.129
H -0.521 -4.048 -0.098 -0.050 0.100 -0.282
H 5.587 -4.599 -0.482 -0.402 0.267 0.525
H -2.277 0.480 -5.950 -0.088 -0.076 0.045
P -3.025 0.965 3.804 5.475 0.128 4.054
H 7.713 -2.953 0.782 -0.072 0.096 -0.481
N -3.905 2.295 4.459 -1.401 -0.972 -0.871
O -2.366 -3.983 -1.046 0.475 -0.268 -0.191
H -1.878 -1.298 -0.343 0.197 -0.094 0.066
H -0.581 -3.079 -1.616 0.005 -0.225 0.234
N -3.066 0.193 5.354 -0.591 -0.905 0.203
H 0.828 -0.818 -1.148 -0.168 -0.055 0.200
C -2.081 -5.320 -1.426 -0.287 0.111 -0.200
H -1.175 5.887 -5.852 -0.123 -0.121 -0.027
C 6.596 -5.226 1.921 0.026 -0.664 0.614
H -4.112 0.589 -4.386 0.205 -0.036 -0.074
N -1.654 1.946 3.500 0.126 0.571 -0.408
C 7.490 -5.068 0.951 0.280 1.000 -0.657
C -0.580 2.382 4.357 -0.110 0.304 0.364
H -3.657 -1.595 6.308 0.068 0.227 0.106
P -1.628 3.128 -3.556 3.829 -5.436 -1.527
H 2.196 -0.816 1.548 0.161 -0.057 -0.246
H 0.730 2.302 -5.330 -0.168 -0.133 0.041
H -0.094 -1.268 1.752 0.070 -0.322 -0.128
H -4.847 2.002 6.333 0.033 -0.033 -0.005
H -0.481 2.819 1.959 0.038 -0.031 0.213
H -2.864 3.876 5.379 0.078 -0.057 -0.041
H -2.222 3.031 1.771 0.061 0.028 -0.133
C -3.508 3.685 4.515 0.049 0.421 -0.715
C 0.035 -1.690 0.744 -0.437 1.156 -0.968
H 0.250 4.861 -5.618 0.008 -0.035 0.037
H 0.735 -2.534 0.768 -0.313 0.054 0.243
H -1.954 -2.425 1.041 -0.143 0.167 -0.350
H 1.720 3.773 -2.291 0.001 -0.099 -0.322
H 0.920 1.244 -3.892 0.036 -0.030 -0.069
H -5.863 2.787 5.112 0.119 0.074 -0.096
C 0.962 2.275 -4.261 -0.108 0.237 -0.712
O -1.805 2.699 -2.109 -2.210 3.285 -0.154
H 6.149 -1.995 -1.978 0.220 -0.276 0.095
H 6.063 -3.786 -2.451 0.033 0.626 -0.355
H 6.271 -4.389 2.535 -0.954 0.023 -0.853
O 5.191 -2.752 0.479 0.463 -1.118 -0.254
H -4.010 -1.538 4.595 0.135 0.006 -0.075
C 7.426 -3.775 0.102 0.498 0.210 1.612
C -1.754 0.638 -4.996 0.222 0.058 -0.448
H -1.115 -5.367 -1.952 -0.176 -0.167 0.206
H 3.088 -2.784 1.146 -0.268 -0.034 -0.159
H -4.382 4.337 4.607 -0.109 -0.196 0.070
H 2.205 -3.010 -0.732 0.172 0.015 -0.339
C 2.183 -0.406 0.528 -0.431 0.770 -1.045
C -2.214 0.536 6.469 -0.306 0.644 0.167
C -0.723 5.132 -5.200 -0.141 0.328 0.134
C -5.092 2.025 5.267 -0.312 -0.071 -0.206
C 5.963 -3.568 -0.341 0.893 0.730 -1.809
H 3.548 -4.302 -0.108 0.678 -0.002 -0.150
H 4.229 -0.417 -0.196 -0.182 -0.166 -0.208
C 3.294 -0.970 -0.391 0.163 0.329 0.403
H 2.958 -0.792 -1.425 0.399 0.038 0.157
C -1.444 2.330 2.107 -0.394 -0.446 -0.212
H -0.446 3.471 4.284 0.091 -0.002 -0.097
O 4.289 -2.904 -1.837 0.718 -0.117 0.108
H 0.185 0.366 0.038 -0.007 -0.273 -0.208
```
Positions in Å, forces in eV/Å.

Properties
Kohn-Sham gap = 5.476 eV
Spin multiplicity = 1
Max |F| = 6.82 eV Å⁻¹
Net charge = -1

---

A cluster of 6 separate species, C24H63N3O11 in total at a distorted geometry. Source: the OMol25 dataset; level of theory: the ωB97M-V functional and the def2-TZVPD basis.

```
101
Properties=species:S:1:pos:R:3:forces:R:3
H -1.488 -3.854 1.093 -0.995 -0.566 0.105
H -0.401 3.393 1.573 -0.613 -1.229 1.438
H 3.395 1.400 -2.543 0.370 -0.356 -0.304
H 0.227 0.290 -6.880 0.604 -0.416 -0.897
H 0.879 0.689 -4.128 -1.172 0.329 -0.402
H 2.797 3.666 4.121 0.176 -1.579 0.098
H 1.883 1.928 -0.142 0.703 0.736 -1.357
H 2.409 0.316 -4.752 0.370 -0.877 -0.156
C -0.643 3.806 0.641 0.942 -0.209 -1.603
C -1.635 -3.453 -2.327 0.306 1.914 1.097
H -0.399 0.855 6.180 0.147 1.230 -0.614
C -1.688 1.986 -2.319 -0.352 -1.027 3.658
O 2.552 2.754 -3.889 0.039 -0.097 0.778
H 0.445 -1.479 -6.502 -0.299 0.443 0.029
H -0.766 3.111 3.964 -0.358 -0.276 1.644
H 2.571 -0.674 2.754 -0.197 0.143 -0.400
H -1.163 4.728 0.813 -0.243 0.650 -0.161
C 0.224 3.252 4.468 -5.428 -5.529 3.603
H 0.430 3.984 0.318 -1.242 0.139 -0.590
H 0.233 3.725 5.435 -0.894 -0.032 1.162
C -0.308 -3.975 5.924 1.259 -2.281 -0.132
O -1.392 2.923 -0.237 1.214 0.391 3.899
H 2.489 1.625 2.158 -0.742 0.749 0.507
H 2.547 5.182 3.526 -0.902 -0.001 -0.124
H 0.306 -4.975 5.882 -0.912 1.991 0.035
H 3.305 0.639 1.130 0.061 -0.380 -0.235
O 0.719 4.057 3.642 7.012 4.674 -4.365
H 0.776 1.370 3.606 0.260 0.639 -0.459
C 0.720 -0.505 5.433 0.550 -0.179 0.525
C -1.847 0.482 -5.607 -5.258 3.230 -3.952
H 1.437 4.417 -4.398 0.603 0.818 -0.815
H -0.405 3.600 -1.790 1.371 1.524 -0.757
H -0.585 -1.739 4.375 -0.230 -0.416 -0.878
O -0.907 -0.321 -5.471 6.915 -6.439 2.094
C 0.699 -1.688 -3.352 0.859 -1.048 0.850
O 0.547 -2.879 5.731 -0.951 1.238 0.065
O 1.870 -0.375 2.157 -0.433 0.130 0.454
H 1.470 -3.373 -2.244 0.074 1.002 0.173
H -1.854 -3.583 -1.293 -0.071 -0.438 1.266
H 1.242 -0.470 6.412 0.085 -0.326 -0.507
H -1.033 -4.026 5.131 -0.490 -0.117 -0.486
C 1.475 3.673 -3.644 -0.602 -2.855 -2.464
H -1.024 -1.481 5.964 -2.381 -0.050 2.241
O -1.131 -0.503 2.238 1.631 -1.100 0.424
H 1.726 1.797 -2.281 -0.185 0.062 0.551
C 2.049 4.414 4.142 0.000 1.829 -1.988
H -0.201 -1.166 -3.365 -1.871 1.043 -0.586
C -0.276 -0.664 -6.669 2.780 1.341 1.887
H 1.818 1.721 4.872 0.276 0.559 0.634
C 2.275 0.806 1.491 5.376 -2.133 2.483
C -2.444 0.849 -4.335 -1.195 1.386 -0.325
H 0.953 -2.034 -4.378 -0.408 -0.338 0.749
H -1.535 1.334 -6.213 -0.052 1.035 -0.003
H -2.359 -2.030 0.542 -0.927 -0.183 0.169
H -2.500 -0.083 -6.301 -1.614 0.844 0.184
H -2.977 0.042 1.904 0.752 0.233 -1.723
H -0.843 -4.000 6.874 0.054 0.391 0.222
H -0.891 -0.889 -7.466 -1.930 -0.640 -1.543
H -1.939 -2.404 -2.469 0.494 -0.046 -0.562
O -0.402 -6.275 1.028 -2.548 0.697 -3.554
O 0.171 -2.781 1.246 1.064 -0.515 -0.818
H -2.263 3.992 -1.702 0.965 0.677 -0.264
C 1.476 1.136 0.409 -5.811 0.656 -0.558
H 1.407 -0.755 4.649 0.768 0.638 -0.404
H 1.495 -0.406 -2.013 0.253 -0.639 -0.434
H -1.185 0.082 3.004 0.163 -0.079 0.003
C -0.471 -4.044 1.382 -0.614 3.199 1.860
H 0.140 -6.631 1.664 2.086 -1.003 2.101
O 0.917 0.079 -0.330 0.836 -1.254 -0.794
C 1.846 0.383 -3.829 1.417 -0.059 1.543
H -2.624 -0.109 -3.880 -0.372 -0.381 1.115
H -1.007 1.220 -1.911 -0.050 0.412 1.151
H 0.516 -0.529 0.322 0.436 0.106 -0.342
C 2.451 1.560 -3.048 -1.032 1.095 -0.703
H 1.466 4.134 -2.719 0.253 0.698 2.190
H 0.019 -4.778 -0.483 -0.670 -0.708 -1.270
H -0.412 -4.315 2.443 -0.213 -0.346 -0.140
C -1.378 3.358 -1.512 -2.787 -2.807 -3.016
N 1.761 -0.815 -2.923 0.794 1.800 -0.578
H -3.362 1.358 -4.637 -0.423 -0.181 0.648
H -1.698 0.972 0.943 -0.553 -1.129 -0.275
C 0.499 -2.816 -2.307 7.015 3.837 2.721
H -0.653 1.496 -3.860 0.962 -0.146 -0.446
H 0.518 1.489 0.788 0.064 1.280 0.646
C 0.123 -5.035 0.538 2.649 -1.795 1.477
H -2.685 1.630 -2.020 0.033 0.432 0.303
C -2.261 -1.025 0.154 2.545 -0.804 0.908
H 0.543 3.108 -3.849 0.141 0.451 0.621
O -0.293 -3.746 -2.571 -6.355 -5.971 -3.218
C 0.761 1.808 4.610 1.225 -0.983 -1.746
H 1.217 -5.061 0.716 -0.290 0.265 -0.166
H 1.994 4.827 5.123 -0.398 0.163 0.959
C -2.017 -0.067 1.252 -2.522 2.628 2.389
H -2.290 -4.044 -2.850 -1.213 -1.636 -1.565
N -1.578 1.781 -3.669 -0.013 1.192 -3.013
C -0.216 -1.681 5.377 2.710 -0.888 -0.767
H -3.038 -0.648 -0.418 -1.609 0.230 -1.269
N 0.005 0.753 5.243 -1.717 -0.767 1.194
H 0.285 -2.533 -1.220 0.658 1.078 -1.119
H -1.357 -1.144 -0.429 0.153 0.354 -0.616
H -0.297 -2.137 1.765 -0.336 0.674 0.611
```
Positions in Å, forces in eV/Å.

Properties
Kohn-Sham gap = 8.668 eV
Spin multiplicity = 1
ΔE to the lowest compared entry with this formula, charge and spin = 67.26 kcal/mol
Max |F| = 9.68 eV Å⁻¹

---

A cluster of 8 separate species, C24H63N4O8S7 in total at a distorted geometry. Source: the OMol25 dataset; level of theory: the ωB97M-V functional and the def2-TZVPD basis.

```
106
Properties=species:S:1:pos:R:3:forces:R:3
H -1.042 5.201 -7.442 -0.115 -0.036 0.054
H -5.769 -5.291 2.786 -1.137 -0.944 2.392
H 1.582 -4.048 7.308 1.346 1.308 -1.892
N -5.092 -4.264 5.842 1.659 3.941 -2.805
H 2.909 0.790 2.712 0.034 -0.071 -0.162
C -6.066 -5.353 3.941 2.143 0.789 -2.022
H 1.325 -3.277 -2.220 -0.079 -0.014 -0.095
H -6.460 -1.385 6.164 1.170 -0.987 -1.175
H -4.054 -4.457 3.810 -0.277 -1.133 2.166
C 2.120 4.917 -0.518 0.085 -0.127 -0.097
H -1.896 -6.504 6.389 -1.161 0.104 -2.320
H 1.014 0.725 -10.811 -0.147 0.078 0.100
H -0.591 4.645 -5.800 -0.067 -0.048 -0.001
C -2.313 -6.548 5.277 1.192 -0.935 -0.698
H 1.562 -2.438 6.252 1.365 -2.120 0.622
H -1.022 3.460 -7.059 -0.060 0.067 0.130
H -0.359 -0.336 -10.404 -0.008 0.122 0.078
C 0.122 -5.695 4.276 -0.820 0.144 0.580
H -4.336 -7.438 4.542 0.845 2.413 1.040
H -2.657 6.891 -6.487 -0.028 -0.147 0.017
C 0.913 -3.783 2.840 -0.309 0.008 -0.802
H -6.643 -6.329 4.230 0.938 2.237 -0.306
H 0.446 -6.298 5.243 -0.509 1.281 -2.065
O 0.185 -2.289 -4.662 0.205 -0.587 0.192
H -0.576 1.012 -11.563 0.018 0.055 0.117
H -7.748 -3.976 4.300 1.135 0.608 -0.505
C 1.134 0.897 -5.107 -0.008 0.032 0.172
H 1.430 -4.619 2.165 -0.961 1.872 1.374
H -1.499 1.943 -4.694 0.109 -0.008 0.041
C -2.952 6.256 -5.647 -0.050 0.120 -0.036
H -2.256 6.387 -4.815 -0.046 -0.091 -0.060
H 3.226 6.705 1.369 -0.079 -0.111 0.070
H 1.498 -2.765 2.767 -1.181 -2.247 0.252
H -4.360 -6.680 6.269 0.646 0.503 -2.431
H -4.162 -3.933 6.226 -1.738 0.404 0.213
H 3.922 0.279 -1.008 -0.044 -0.054 0.100
N -6.009 -1.839 5.325 -0.251 -0.188 0.304
H 3.136 5.271 -0.707 -0.071 -0.019 0.134
N 0.745 -4.286 4.278 1.723 -1.177 -0.020
H -0.176 -3.570 2.404 2.349 -0.510 0.976
H 4.101 6.144 7.376 -0.005 0.020 -0.120
H -5.677 -1.203 4.559 -0.937 -1.106 0.883
H 3.877 1.395 1.344 -0.144 -0.066 0.015
H 2.865 -3.215 -4.220 -0.130 -0.014 -0.010
C -0.066 0.686 -10.653 0.105 -0.104 0.032
H 1.003 -5.021 -2.473 -0.034 0.061 -0.094
H 2.450 -3.775 -5.861 -0.148 -0.009 0.140
H 5.747 8.456 6.062 -0.075 -0.085 -0.064
O 3.177 -4.896 4.597 -6.850 3.380 2.137
H 2.214 0.936 -5.266 -0.112 0.143 0.112
C 0.644 -4.007 -2.665 0.037 0.085 0.104
S 0.712 2.012 -3.746 -0.017 -0.367 -0.340
S -0.488 1.801 -9.292 -0.134 -0.227 -0.111
O -3.804 4.423 -7.398 0.460 0.035 0.469
H 0.415 -6.290 3.300 -0.534 1.090 2.031
S 4.390 6.731 5.060 -0.065 0.240 -0.128
H -1.658 -4.370 4.810 0.351 -2.101 -0.836
O 3.710 7.732 4.175 0.267 -0.288 0.515
C -2.259 1.431 -9.286 -0.031 -0.096 0.121
H 2.988 -1.178 -1.434 0.019 0.041 0.159
H 6.608 7.578 4.772 -0.186 -0.077 0.055
H 6.406 6.820 6.371 -0.081 -0.013 -0.079
C -3.945 -6.499 5.167 0.190 -0.238 1.019
H 3.512 7.801 7.037 0.039 -0.062 -0.112
H 3.288 -3.223 6.768 -2.571 -0.717 -0.861
H 2.144 6.551 2.778 0.077 -0.041 -0.208
H -1.218 0.573 -3.574 0.150 0.061 -0.056
H -1.963 -5.417 3.258 0.933 -0.207 2.335
S 0.520 -3.735 -4.449 0.027 0.360 0.011
H 1.394 5.625 -0.924 0.018 -0.047 0.112
H 2.545 6.387 6.543 0.175 0.028 -0.101
C 2.284 -3.941 -4.794 0.079 0.085 -0.016
H 2.131 0.330 -1.023 0.179 -0.158 0.094
C -1.232 4.457 -6.665 -0.013 0.037 -0.086
C -4.577 -5.079 4.652 -3.195 -2.467 -0.919
O 1.648 -1.422 1.197 -0.009 0.225 -0.152
C 3.559 6.774 6.667 -0.076 0.113 0.080
S -2.968 4.520 -6.157 -0.078 0.121 -0.376
C -5.915 -3.201 5.148 -1.052 -5.148 -0.915
N -6.716 -3.998 4.143 2.147 1.362 3.561
S 2.987 -0.802 0.928 0.277 0.364 -0.159
H 1.486 7.103 1.217 -0.009 -0.113 -0.005
O 1.297 1.433 -2.492 -0.280 0.283 -0.264
H 2.087 1.413 1.257 0.149 -0.134 -0.021
C -1.510 -5.452 4.362 -0.361 0.303 -0.365
H 0.624 1.223 -6.017 0.066 0.031 0.118
C -1.059 1.641 -3.740 -0.078 -0.079 0.138
H -2.699 1.732 -10.240 0.102 0.049 0.090
H 1.981 3.945 -0.997 -0.023 0.026 0.117
O 0.097 1.222 -8.038 -0.292 0.116 -0.423
C 2.215 6.444 1.693 -0.022 -0.122 0.067
O 2.966 3.879 1.796 -0.308 0.380 -0.219
S 1.850 4.725 1.260 0.316 0.163 -0.045
H 0.841 -0.126 -4.858 -0.037 0.097 0.100
H -1.984 -7.622 4.876 -0.709 2.276 0.927
H -2.729 1.996 -8.478 0.099 0.054 -0.128
H -0.350 -3.888 -2.226 0.110 0.019 -0.171
H -2.418 0.362 -9.120 0.146 0.071 -0.011
C 2.961 0.868 1.623 -0.114 -0.147 -0.028
H -1.529 2.206 -2.932 0.150 -0.002 -0.081
C 2.164 -3.444 6.459 -1.031 -0.021 -0.926
C 5.940 7.472 5.629 0.024 0.129 -0.001
H 2.591 -4.956 -4.535 -0.094 0.053 -0.014
C 3.008 -0.284 -0.806 -0.186 -0.076 0.198
H -3.958 6.531 -5.322 0.112 -0.152 -0.070
C 2.063 -4.293 5.024 5.405 -1.951 -0.856
```
Positions in Å, forces in eV/Å.

Properties
Kohn-Sham gap = 4.576 eV
Spin multiplicity = 1
Max |F| = 7.93 eV Å⁻¹
Net charge = +1